Entry 1:
Density functional theory data (wB97M-V/def2-TZVPD) for a molecular structure, C32H35N4OPdS2Te at a distorted geometry.

XYZ file:
```
76
Properties=species:S:1:pos:R:3:mulliken_charge:R:1
Pd -2.96475 -0.13590 -1.69834 0.33
N -2.37726 2.12348 -1.98308 -0.16
C -3.50279 2.92909 -2.48316 -0.77
C -4.76055 2.41011 -1.84245 -0.50
N -4.84328 0.96760 -2.16116 -0.54
H -2.04927 2.46459 -1.08331 0.04
H -1.58412 2.14151 -2.61406 0.24
H -3.55113 2.79993 -3.56634 0.39
H -3.37903 3.99650 -2.29405 0.37
H -5.64672 2.95003 -2.17754 0.39
H -4.70310 2.50815 -0.75649 0.34
H -4.97208 0.83446 -3.16388 0.29
H -5.64753 0.53929 -1.70899 0.32
S -4.51227 -2.09484 -1.96257 -0.27
C -3.25929 -3.12213 -1.69288 0.39
N -2.06851 -2.57885 -1.30185 0.35
C -1.14003 -3.51093 -1.16388 -0.43
C 0.21838 -3.25811 -0.77373 0.31
C 1.05496 -4.31957 -0.67916 -1.08
C 0.59645 -5.64463 -0.95837 -0.59
C -0.70410 -5.92550 -1.33347 -0.58
C -1.57704 -4.85417 -1.43485 0.73
S -3.23944 -4.83963 -1.86669 -0.16
H 0.53121 -2.24518 -0.56836 0.54
H 2.08666 -4.17656 -0.38924 0.51
H 1.29667 -6.46507 -0.87096 0.45
H -1.01369 -6.94098 -1.53499 0.47
C 2.67819 4.42788 5.43670 -1.55
C 2.17913 3.68880 4.22403 0.40
C 3.00539 3.46955 3.12863 -0.85
C 2.56461 2.80211 1.99169 0.55
C 3.53107 2.62826 0.84445 -1.76
C 1.24904 2.30313 2.00676 0.68
Te 0.76733 1.07227 0.38910 0.83
N -0.59747 0.10223 -1.36100 0.26
C -0.48306 -0.16926 -2.62716 0.94
O -1.59560 -0.34447 -3.29082 -0.72
C 0.76227 -0.38207 -3.37397 -0.03
C 1.85228 0.47439 -3.27030 -0.15
C 2.98434 0.23549 -4.03147 -0.89
C 3.04206 -0.86781 -4.87498 -0.48
C 1.95343 -1.72698 -4.97395 -0.75
C 0.81044 -1.47984 -4.23246 -0.46
C 0.14313 -0.54420 1.55743 0.54
C -1.20047 -0.89599 1.59753 -0.52
C -1.61523 -1.99360 2.33356 -0.88
C -0.66921 -2.73864 3.02470 -0.87
C 0.66775 -2.37474 2.98555 -0.87
C 1.11245 -1.27091 2.25583 1.06
C 2.57746 -0.92759 2.26400 -1.52
C 0.36324 2.56042 3.06354 0.90
C -1.08762 2.16795 3.08825 -1.66
C 0.86560 3.23759 4.16556 -0.69
H 3.72256 4.71328 5.32840 0.36
H 2.58605 3.80837 6.32957 0.36
H 2.09869 5.33570 5.60605 0.37
H 4.02395 3.83921 3.15531 0.34
H 4.45678 3.15769 1.05945 0.43
H 3.15201 3.02850 -0.09842 0.33
H 3.79703 1.58212 0.67675 0.31
H 1.81339 1.34428 -2.62299 0.46
H 3.82279 0.91608 -3.97418 0.43
H 3.93236 -1.05088 -5.46066 0.43
H 1.99328 -2.57741 -5.64024 0.44
H -0.05334 -2.12448 -4.33135 0.47
H -1.93894 -0.30156 1.07151 0.46
H -2.66365 -2.25768 2.37464 0.53
H -0.97255 -3.59860 3.60698 0.45
H 1.39433 -2.95820 3.53725 0.47
H 3.14555 -1.68742 2.79650 0.49
H 2.76038 0.02460 2.76509 0.28
H 2.99857 -0.85365 1.25683 0.29
H -1.50936 2.03469 2.08899 -0.01
H -1.67127 2.94349 3.58183 0.59
H -1.23975 1.23618 3.63512 0.31
H 0.20223 3.43900 5.00017 0.50
```

Output
* charge: +2
* spin multiplicity: 6
* electronic energy: -74185.9143 eV
* E_HOMO (spin up / spin down): -13.4 / -13.8 eV
* lowest unoccupied orbital energy (spin up / spin down): -5.10 / -8.21 eV
* relative energy (zero: lowest compared OMol25 entry of this formula, charge and spin): 78.7 kJ/mol

---

Entry 2:
Density functional theory data (wB97M-V/def2-TZVPD) for 6 unconnected molecules or ions with the total composition H11O5S at a distorted geometry.

XYZ file:
```
17
Properties=species:S:1:pos:R:3:mulliken_charge:R:1
S 0.08002 2.34807 -1.12233 -0.79
H 0.20196 2.20466 -2.47130 -0.03
H -1.03439 -1.30368 -2.57465 0.22
H -0.30871 -0.15907 -2.01758 0.26
O -0.87569 -0.92689 -1.76657 -0.55
H 0.54156 -1.31926 1.39440 0.32
H 0.91686 -2.78213 1.04106 0.32
O 0.95309 -2.22346 1.83425 -0.65
H 2.70378 0.36817 0.71779 0.32
H 1.97911 0.72541 -0.48682 0.28
O 2.71671 0.17444 -0.25023 -0.65
H -0.48522 1.37811 2.53641 0.29
H -0.05369 2.01124 1.24212 0.24
O 0.20151 1.89782 2.16347 -0.60
H -1.96135 -0.93981 0.50405 0.29
H -2.72678 -0.78145 -0.87758 0.37
O -2.84878 -0.67218 0.13351 -0.65
```

Output
* charge: -1
* spin multiplicity: 1
* electronic energy: -21252.5521 eV
* E_HOMO: -3.7 eV
* lowest unoccupied orbital energy: 3.17 eV
* relative energy (zero: lowest compared OMol25 entry of this formula, charge and spin): 185.3 kJ/mol

---

Entry 3:
Density functional theory data (wB97M-V/def2-TZVPD) for a molecular structure, C37H62BKN4O6P2Sb.

XYZ file:
```
114
Properties=species:S:1:pos:R:3:mulliken_charge:R:1
K 0.85300 -0.47963 0.07200 1.10
C -4.53335 -0.67140 -2.61293 -2.17
C -4.36028 -1.00802 -1.13030 2.14
C -4.27034 0.31529 -0.35247 -1.76
C -5.59874 -1.76296 -0.64447 -1.79
P -2.67266 -1.80904 -0.82602 0.85
C -2.93556 -2.59556 0.85141 -0.95
N -2.61286 -1.69863 1.93907 0.38
B -1.28189 -1.10585 2.14293 -0.53
N -1.58136 -0.19171 3.26757 0.37
C -0.66496 0.74672 3.87867 -0.98
P 0.27863 1.74509 2.61935 0.86
C 1.71637 2.32670 3.68530 1.95
C 2.43935 3.48974 3.00294 -2.07
C 2.67664 1.12224 3.68663 -2.00
C 1.38591 2.71182 5.12943 -1.85
C -0.89274 3.17813 2.26207 2.72
C -1.15387 4.16086 3.40146 -2.02
C -2.22175 2.53130 1.84603 -2.25
C -0.35007 3.93298 1.04130 -2.37
C -2.89400 -0.30439 3.69400 0.56
C -3.59298 0.31713 4.71785 -0.68
C -4.93967 -0.00256 4.91384 -0.88
C -5.57034 -0.93580 4.10552 -0.93
C -4.87393 -1.56942 3.07234 -0.78
C -3.54322 -1.24550 2.85763 0.79
C -2.47178 -3.36237 -1.89180 2.14
C -2.27029 -2.96751 -3.36006 -1.81
C -3.58941 -4.40060 -1.79438 -1.90
C -1.14366 -3.99591 -1.44196 -1.98
H -5.32639 0.07615 -2.71979 0.55
H -4.82848 -1.54583 -3.19395 0.36
H -3.61938 -0.25613 -3.04492 0.29
H -5.21480 0.86224 -0.45029 0.59
H -3.46674 0.94233 -0.74312 0.30
H -4.08612 0.14983 0.71102 0.13
H -6.49490 -1.21521 -0.95683 0.56
H -5.62710 -1.82549 0.44229 0.20
H -5.66525 -2.77015 -1.05371 0.14
H -2.27028 -3.45725 0.89309 -0.03
H -3.95219 -2.97876 0.94934 0.32
H 0.07684 0.21956 4.48607 0.40
H -1.20026 1.41582 4.55743 -0.08
H 2.63893 3.26830 1.95192 0.33
H 3.40061 3.65854 3.49897 0.53
H 1.86895 4.41826 3.06348 0.33
H 3.00187 0.88000 2.67166 0.47
H 2.21492 0.22899 4.11226 0.31
H 3.56234 1.35952 4.28533 0.50
H 0.70173 3.55904 5.18227 0.28
H 2.30786 2.99400 5.65006 0.55
H 0.94200 1.88274 5.68103 0.29
H -1.49889 3.65173 4.30411 0.30
H -1.93774 4.86602 3.10335 0.49
H -0.26464 4.74254 3.65102 0.38
H -2.75050 2.09391 2.69278 0.31
H -2.06554 1.74125 1.10814 0.20
H -2.86916 3.29605 1.40258 0.74
H 0.58751 4.44862 1.24795 0.30
H -1.08224 4.68347 0.72346 0.55
H -0.18181 3.24697 0.20750 0.34
H -3.11076 1.03404 5.37148 0.39
H -5.48972 0.47977 5.71245 0.38
H -6.61026 -1.18501 4.27691 0.38
H -5.37304 -2.31573 2.46640 0.39
H -3.17631 -2.58914 -3.82732 0.33
H -1.94964 -3.84761 -3.92694 0.54
H -1.49035 -2.20941 -3.45509 0.15
H -4.51274 -4.03766 -2.24779 0.30
H -3.80045 -4.67911 -0.76020 0.30
H -3.29638 -5.30991 -2.33133 0.51
H -0.32853 -3.26938 -1.47673 0.39
H -0.89132 -4.81254 -2.12558 0.54
H -1.18207 -4.40951 -0.43587 0.41
C 1.27949 4.61955 -3.08045 -0.98
C 0.77765 3.37115 -3.80743 -0.83
Sb 1.29393 1.58559 -2.70449 -0.02
C 3.39756 1.53235 -3.18036 -0.60
C 3.83024 2.15919 -4.50181 -1.05
C 0.61378 0.10698 -4.12535 -0.02
C 0.48475 0.53430 -5.58500 -1.16
H 1.01626 5.53587 -3.61440 0.37
H 2.36672 4.60585 -2.97011 0.29
H 0.85705 4.69017 -2.07579 0.11
H 1.18692 3.31123 -4.81719 0.44
H -0.31023 3.39443 -3.90195 0.49
H 3.64296 0.46903 -3.13968 0.18
H 3.91485 1.99202 -2.33684 0.52
H 3.37196 1.66071 -5.35621 0.20
H 4.91405 2.09590 -4.63246 0.40
H 3.55918 3.21505 -4.56015 0.20
H -0.34936 -0.24327 -3.74865 -0.22
H 1.31067 -0.72563 -4.00276 0.38
H -0.21652 1.36309 -5.69956 0.28
H 0.12186 -0.28859 -6.20710 0.40
H 1.43915 0.85860 -5.99998 0.21
O 2.67603 -1.48379 -1.57027 -0.58
C 3.49871 -1.12997 -0.69295 0.48
O 3.45547 -0.16354 0.09039 -0.74
C 4.76670 -1.99813 -0.60568 -0.16
C 4.94717 -3.05699 -1.48164 -0.47
C 6.10017 -3.81434 -1.39759 -0.08
C 7.08710 -3.56172 -0.46451 -0.26
C 6.87696 -2.50204 0.39627 0.00
C 5.73801 -1.71635 0.34250 -0.53
N 7.90987 -2.20829 1.39888 1.08
O 7.72663 -1.26758 2.14345 -0.62
O 8.90276 -2.91452 1.41082 -0.64
N 6.29685 -4.93204 -2.33143 1.09
O 5.43143 -5.13946 -3.15835 -0.62
O 7.31179 -5.59552 -2.21714 -0.64
H 4.17991 -3.26492 -2.21312 0.70
H 7.98017 -4.16253 -0.41137 0.60
H 5.59161 -0.88885 1.02161 0.69
```

Output
* charge: -1
* spin multiplicity: 1
* electronic energy: -99735.8287 eV
* E_HOMO: -3.1 eV
* lowest unoccupied orbital energy: 1.25 eV
* relative energy (zero: lowest compared OMol25 entry of this formula, charge and spin): 13.4 kJ/mol